[1]
Formula: C4H10INO2S
Source: the Open Molecules 2025 dataset
Level of theory: the ωB97M-V functional and the def2-TZVPD basis

Geometry as ORCA input:
```
! RIJCOSX wB97M-V def2-TZVPD def2/J DEFGRID3
* xyz 0 1
C 3.257 0.126 0.287
C -2.137 1.268 0.410
C 0.916 0.019 0.121
C -0.185 -0.467 -0.801
N -3.068 -0.884 -0.963
O -1.623 -1.193 1.309
O 2.153 -0.339 -0.448
S -1.793 -0.479 0.075
I -2.918 -2.851 -1.389
H 4.140 -0.294 -0.190
H 3.211 -0.205 1.333
H 3.315 1.222 0.266
H -3.148 1.321 0.798
H -1.429 1.636 1.143
H -2.071 1.806 -0.528
H 0.867 1.111 0.255
H 0.795 -0.457 1.108
H 0.025 -1.492 -1.102
H -0.305 0.152 -1.686
*
```

Its lowest unoccupied orbital energy is 0.3216 eV. Its strongest force on any atom is 4.2 eV/A. Its total energy is -28828.043 eV. Its frontier orbital gap is 8.538 eV.


[2]
Formula: C4H10N
Source: the Open Molecules 2025 dataset
Level of theory: the ωB97M-V functional and the def2-TZVPD basis

Geometry as ORCA input:
```
! RIJCOSX wB97M-V def2-TZVPD def2/J DEFGRID3
* xyz 1 1
C 1.770 1.554 0.776
C 1.139 2.562 0.157
H 2.050 0.647 0.260
H 2.129 1.648 1.796
H 0.563 2.276 -0.725
H 1.282 3.615 0.336
C -2.059 -0.898 -0.044
C 0.272 -1.345 -0.369
N -0.932 -1.729 -0.570
H -3.063 -1.281 -0.162
H -1.840 -0.803 1.019
H -2.021 0.082 -0.512
H 0.491 -0.664 0.444
H 1.101 -1.951 -0.710
H -1.073 -2.734 -0.668
*
```

Its lowest unoccupied orbital energy is -6.0382 eV. Its strongest force on any atom is 1.9 eV/A. Its total energy is -5790.514 eV. Its frontier orbital gap is 7.086 eV.


Look up the total energy of the first one.
-28828.043 eV